No. 1
Density functional theory data (ωB97M-V with the def2-TZVPD basis set) for the molecule C24H29N3O2.

The geometry in XYZ format:
```
58
C24H29N3O2, DFT ωB97M-V with the def2-TZVPD basis set
C 3.815 4.018 -2.920
C 4.843 3.078 -2.298
N 4.204 2.042 -1.502
C 4.935 0.784 -1.508
C 4.584 -0.048 -2.738
C 3.835 2.488 -0.169
C 2.567 1.779 0.312
C 1.402 2.065 -0.643
N 0.258 1.250 -0.351
C -0.016 0.108 -0.958
C -1.008 -0.773 -0.571
C -1.743 -0.485 0.646
O -1.570 0.531 1.323
N -2.665 -1.421 1.077
C -3.374 -1.126 2.286
C -3.161 -1.900 3.416
C -3.855 -1.617 4.577
C -4.757 -0.562 4.632
C -5.521 -0.273 5.889
C -4.954 0.205 3.491
C -4.274 -0.074 2.321
C -2.967 -2.621 0.450
O -3.792 -3.377 0.925
C -2.249 -2.883 -0.800
C -2.554 -4.064 -1.478
C -1.934 -4.370 -2.668
C -1.002 -3.481 -3.191
C -0.693 -2.312 -2.530
C -1.301 -1.982 -1.310
H 3.116 3.450 -3.529
H 3.252 4.549 -2.157
H 4.315 4.749 -3.549
H 5.566 3.658 -1.700
H 5.398 2.594 -3.103
H 6.024 0.950 -1.468
H 4.659 0.218 -0.616
H 3.517 -0.252 -2.754
H 4.845 0.477 -3.653
H 5.121 -0.992 -2.716
H 3.639 3.561 -0.205
H 4.647 2.322 0.559
H 2.731 0.701 0.346
H 2.319 2.114 1.320
H 1.745 1.867 -1.662
H 1.112 3.116 -0.568
H -0.293 1.415 0.499
H 0.594 -0.115 -1.825
H -2.461 -2.721 3.380
H -3.690 -2.224 5.456
H -5.765 0.784 5.961
H -6.454 -0.836 5.893
H -4.949 -0.565 6.767
H -5.653 1.029 3.516
H -4.432 0.525 1.437
H -3.291 -4.719 -1.038
H -2.170 -5.283 -3.192
H -0.515 -3.705 -4.129
H 0.027 -1.646 -2.978
```

Calculated values
Energy above the lowest of the compared OMol25 structures with the same formula, charge and spin: 14.1 kcal/mol
HOMO energy: -0.283 Eh
LUMO: 0.0180 Ha

No. 2
Density functional theory data (ωB97M-V with the def2-TZVPD basis set) for a cluster of 3 separate species, C3H7NS2 in total.

The geometry in XYZ format:
```
13
C3H7NS2, DFT ωB97M-V with the def2-TZVPD basis set
C 1.229 -0.789 0.852
C 0.766 -0.136 -0.345
C -0.584 -0.488 -0.920
H 2.409 -0.914 0.849
H 1.014 0.029 2.054
H 0.632 -1.862 0.942
H 1.395 -0.369 -1.329
H -1.340 2.181 -0.770
H -0.294 -1.046 -1.726
H -1.648 1.338 0.739
N -1.795 -0.282 -0.570
S 0.885 1.710 -0.135
S -2.671 0.629 0.359
```

Calculated values
Energy above the lowest of the compared OMol25 structures with the same formula, charge and spin: 176.3 kcal/mol
HOMO energy: -0.327 Eh
LUMO: -0.0648 Ha

No. 3
Density functional theory data (ωB97M-V with the def2-TZVPD basis set) for the molecule C26H22N4O5.

The geometry in XYZ format:
```
57
C26H22N4O5, DFT ωB97M-V with the def2-TZVPD basis set
O 3.179 1.145 -3.750
C 2.149 0.628 -3.371
C 0.825 0.836 -4.184
N 0.101 -0.380 -4.423
C -0.920 -0.799 -3.643
O -1.468 -0.099 -2.816
C -1.313 -2.254 -3.896
C -0.399 -3.100 -3.052
C -0.795 -3.494 -1.780
C 0.068 -4.205 -0.961
C 1.338 -4.529 -1.405
C 1.736 -4.150 -2.676
C 0.873 -3.442 -3.493
N 2.023 -0.306 -2.436
N 1.227 -0.562 -1.510
C 0.534 0.360 -0.823
C -0.442 -0.100 0.077
O -0.740 -1.353 0.385
N -1.125 0.923 0.607
C -2.194 0.768 1.565
C -1.648 0.532 2.953
C -1.925 -0.646 3.626
C -1.423 -0.901 4.901
C -0.629 0.066 5.464
C -0.337 1.253 4.787
C -0.833 1.510 3.535
O 0.468 2.035 5.568
C 0.685 1.304 6.756
O -0.012 0.078 6.685
C -0.598 2.110 0.115
C -0.962 3.413 0.400
C -0.252 4.430 -0.215
C 0.800 4.148 -1.077
C 1.162 2.846 -1.371
C 0.447 1.807 -0.786
H 1.100 1.310 -5.129
H 0.178 1.502 -3.605
H 0.563 -1.057 -5.011
H -2.350 -2.388 -3.590
H -1.209 -2.493 -4.954
H -1.788 -3.246 -1.434
H -0.257 -4.511 0.024
H 2.013 -5.080 -0.767
H 2.722 -4.406 -3.033
H 1.197 -3.166 -4.486
H -0.195 -1.942 -0.170
H -2.803 -0.084 1.254
H -2.807 1.672 1.539
H -2.545 -1.392 3.154
H -1.643 -1.817 5.423
H -0.595 2.426 3.021
H 0.322 1.885 7.618
H 1.763 1.109 6.878
H -1.769 3.641 1.080
H -0.515 5.457 -0.012
H 1.347 4.962 -1.529
H 1.992 2.655 -2.032
```

Calculated values
HOMO energy: -0.290 Eh
LUMO: 0.0006 Ha

No. 4
Density functional theory data (ωB97M-V with the def2-TZVPD basis set) for a cluster of 12 separate species, H24O12 in total.

The geometry in XYZ format:
```
36
H24O12, DFT ωB97M-V with the def2-TZVPD basis set
O -0.458 -1.876 -2.028
H -0.944 -1.041 -1.949
H -1.015 -2.317 -2.637
O 2.460 -1.004 2.129
H 1.997 -0.206 2.304
H 2.226 -1.674 2.789
O 3.083 -0.112 -0.323
H 3.195 -0.840 -0.884
H 2.925 -0.538 0.521
O -3.135 1.500 0.159
H -4.048 1.150 0.219
H -2.674 1.270 0.990
O 1.300 1.158 -2.149
H 1.802 0.519 -2.698
H 1.936 1.438 -1.490
O 1.806 -1.414 -3.338
H 1.457 -1.452 -4.229
H 1.041 -1.645 -2.797
O -0.388 -2.926 0.615
H -0.853 -2.738 -0.200
H -0.385 -2.134 1.133
O -1.790 0.739 -2.069
H -2.402 0.905 -1.352
H -2.340 0.405 -2.828
O 0.727 0.925 3.334
H 0.446 0.340 4.054
H -0.155 0.993 2.922
O -0.027 2.559 0.615
H 0.869 2.481 0.194
H -0.488 2.829 -0.191
O -1.991 0.980 2.697
H -1.973 0.023 2.557
H -1.925 1.119 3.652
O -0.198 -0.119 0.264
H -0.193 0.740 0.646
H 0.105 -0.022 -0.617
```

Calculated values
Energy above the lowest of the compared OMol25 structures with the same formula, charge and spin: 35.8 kcal/mol
HOMO energy: -0.376 Eh
LUMO: -0.0083 Ha

No. 5
Density functional theory data (ωB97M-V with the def2-TZVPD basis set) for a cluster of 2 separate species, C12H13NO2 in total.

The geometry in XYZ format:
```
28
C12H13NO2, DFT ωB97M-V with the def2-TZVPD basis set
C 2.547 -1.845 -1.881
C 1.434 -2.625 -1.693
C 2.546 -0.463 -1.720
C 0.211 -2.101 -1.323
C 1.278 0.010 -1.384
C 0.129 -0.708 -1.204
C 0.937 1.446 -1.041
C 0.779 -0.038 2.051
C -0.200 -0.717 1.670
C -0.857 0.118 -0.605
C -2.330 -0.184 -0.308
C -0.698 3.145 0.740
N -0.343 1.426 -0.684
O 1.598 2.471 -0.957
O -1.197 2.450 -0.352
H 3.595 -2.255 -2.076
H 1.543 -3.706 -1.740
H 3.484 0.098 -1.657
H -0.632 -2.618 -1.095
H 1.314 -0.175 3.042
H 1.403 0.352 1.243
H -0.914 -1.601 1.770
H -2.652 -0.678 -1.273
H -2.805 0.832 -0.076
H -2.499 -0.817 0.468
H -0.709 2.481 1.653
H -1.393 4.060 1.036
H 0.301 3.481 0.628
```

Calculated values
Energy above the lowest of the compared OMol25 structures with the same formula, charge and spin: 86.5 kcal/mol
Multiplicity: 3
HOMO energy (spin up / spin down): -0.231 / -0.341 Eh
LUMO (spin up / spin down): 0.0274 / -0.0420 Ha

No. 6
Density functional theory data (ωB97M-V with the def2-TZVPD basis set) for a cluster of 2 separate species, C3H11N3O2 in total.

The geometry in XYZ format:
```
19
C3H11N3O2, DFT ωB97M-V with the def2-TZVPD basis set
N 0.656 0.619 2.302
C -0.213 1.674 2.131
O -0.329 2.304 1.120
O -0.915 1.996 3.243
H 1.063 0.272 1.448
H 0.355 -0.101 2.936
H -0.482 1.625 4.015
N 1.095 0.801 -1.264
C 0.752 -0.620 -1.291
C -0.669 -0.795 -1.797
N -1.018 -2.225 -1.788
H 2.067 0.931 -1.012
H 0.546 1.316 -0.587
H 0.831 -1.127 -0.312
H 1.434 -1.137 -1.963
H -1.346 -0.177 -1.194
H -0.738 -0.451 -2.827
H -1.224 -2.525 -0.841
H -1.863 -2.380 -2.319
```

Calculated values
Energy above the lowest of the compared OMol25 structures with the same formula, charge and spin: 11.1 kcal/mol
HOMO energy: -0.336 Eh
LUMO: 0.0112 Ha

Listing F_max for the structures above in their given order: 0.650; 5.432; 1.867; 2.586; 5.504; 0.485 eV/A.